1.
Molecular formula: C5H10N2O3
Method: DFT, ωB97M-V with the def2-TZVPD basis set

Properties
lowest unoccupied orbital energy = 0.27 eV
HOMO-LUMO gap = 0.34063 hartree
relative energy (zero: lowest compared OMol25 entry of this formula, charge and spin) = 164.7 kcal per mole
SMILES string = CC/C(O)=C\C/N=[N+](/[O-])O
HOMO = -9.00 eV

ORCA input file:
```
! wB97M-V def2-TZVPD RIJCOSX def2/J DEFGRID3
* xyz 0 1
H -2.37171 -0.75175 -1.81397
C 0.89686 1.23142 0.39295
H -0.81774 -1.27904 -2.21103
H 1.47922 1.77523 -0.27338
C -0.17342 -0.92487 0.66707
O -2.37889 1.73840 -0.55695
N -1.07241 0.70708 -2.18215
H -2.23375 2.50751 -0.00540
H 0.77624 -1.11239 2.31970
H 0.98420 1.46870 1.40236
C -1.25003 -0.96657 -0.04696
O -0.96566 2.89508 -1.88459
H 0.95665 -0.42042 -1.02004
N -1.30704 1.77294 -1.53352
H -2.13798 -1.45060 0.37190
H 1.98886 -0.71056 0.30384
C -1.38910 -0.52741 -1.56490
H -0.12288 1.63389 0.25213
O 0.03161 -1.49711 1.86301
C 1.03665 -0.24373 -0.01873
*
```


2.
Molecular formula: C31H25N4O2SSe2Zr
Method: DFT, ωB97M-V with the def2-TZVPD basis set

Properties
lowest unoccupied orbital energy = -9.82 eV
HOMO-LUMO gap = 0.27093 hartree
relative energy (zero: lowest compared OMol25 entry of this formula, charge and spin) = 119.2 kcal per mole
HOMO = -17.19 eV

ORCA input file:
```
! wB97M-V def2-TZVPD RIJCOSX def2/J DEFGRID3
* xyz 3 1
C 3.35409 -3.51348 -0.32108
H 2.24706 0.85817 2.78155
H 0.34323 4.45731 0.00771
C -2.67200 2.55502 -2.63061
Se -0.90401 -3.56535 0.53782
Se -2.33636 -1.89083 1.36045
C -4.28474 4.26787 -2.15252
H -2.04786 2.01034 -3.32844
O -1.71174 0.95467 0.77430
O -2.28939 -0.37426 -1.21848
C 2.48956 -2.79966 -1.23717
C -4.29184 3.93375 -0.80269
H 3.02920 -1.55466 2.38282
H -4.92896 4.46897 -0.11233
C -2.69524 2.23909 -1.27127
N 0.33735 -1.42133 -0.79119
H 3.35988 1.50402 0.69143
C 0.39295 -0.84503 4.17401
N -0.25418 -1.04036 3.00755
H -3.47576 2.63845 0.70877
C 0.02566 3.17727 1.69288
H 1.90749 -2.62423 -4.52581
H 2.42751 3.32887 -0.69325
H -4.91856 5.07113 -2.50442
H -0.43623 -2.39341 -4.35055
C 1.72280 1.50097 2.08428
C -3.48457 2.91118 -0.33664
C 0.70883 3.60605 0.56736
C 0.04332 -2.17654 -3.40076
H -3.23150 -2.03870 4.22086
C 1.88474 2.97063 0.17231
C -1.52033 -1.49317 3.06345
C -2.21158 -1.67865 4.23845
H 0.07205 1.89617 3.41850
C -3.47897 3.58718 -3.06239
N 2.10456 -1.14908 0.62683
H 2.38638 -0.25567 -3.99039
Zr 0.02561 -0.13732 0.91391
H 2.86336 -4.06352 -2.85959
C 2.38885 1.92195 0.92057
S -1.77084 0.89277 -0.75997
H 2.62487 0.44587 -1.59048
C 1.87103 -1.52881 -0.76169
H 1.42580 -0.53108 4.11624
C 2.35530 -3.16580 -2.52124
H -1.16651 -3.87331 -2.55124
N -0.17616 0.92795 -1.03049
H -2.05049 -1.57009 6.37970
C 0.38714 -0.21134 -1.73356
C 0.22771 -0.63728 -3.19517
C 0.52535 2.12217 2.46058
C 3.60315 -3.03799 0.91253
H 3.81953 -4.43057 -0.66510
H -0.87257 3.68989 2.01235
H 4.27018 -3.53824 1.59896
C 2.90988 -1.86457 1.34687
H 0.35027 -0.86712 6.30318
C 1.93142 -0.36148 -1.79832
C 1.77646 -0.80128 -3.27868
C 1.62849 -2.33283 -3.51787
C -1.54466 -1.42915 5.43279
C -0.42443 -2.61130 -1.05097
H -0.33956 0.02165 -3.84513
C -0.60459 -2.97984 -2.30657
C -0.21227 -1.03469 5.39528
H -3.48517 3.86266 -4.10823
*
```


3.
Molecular formula: C2H2OS
Method: DFT, ωB97M-V with the def2-TZVPD basis set

Properties
lowest unoccupied orbital energy (alpha / beta) = -3.13 / -3.12 eV
HOMO-LUMO gap (alpha / beta) = 0.24015 / 0.24027 hartree
relative energy (zero: lowest compared OMol25 entry of this formula, charge and spin) = 98.5 kcal per mole
HOMO (alpha / beta) = -9.67 / -9.66 eV

ORCA input file:
```
! wB97M-V def2-TZVPD RIJCOSX def2/J DEFGRID3
* xyz 0 1
C 0.49501 -0.18798 -0.76258
O -0.82622 0.70493 2.19609
S 0.44832 1.20941 0.07148
H 0.74538 -1.97279 -2.13515
C 0.63301 -1.14020 -1.50449
H -1.49550 1.38662 2.13465
*
```


4.
Molecular formula: C32H48F5NO7
Method: DFT, ωB97M-V with the def2-TZVPD basis set

Properties
lowest unoccupied orbital energy = 0.42 eV
HOMO-LUMO gap = 0.35481 hartree
HOMO = -9.24 eV

ORCA input file:
```
! wB97M-V def2-TZVPD RIJCOSX def2/J DEFGRID3
* xyz 0 1
C -0.58272 5.52682 0.25671
H -2.41395 -0.27810 -1.51911
H -5.41596 -2.06619 -2.05783
H 0.83941 5.69194 1.86750
C -1.37166 -1.30336 0.12514
H 2.29091 -2.70886 -2.71405
C 5.72740 0.35468 -1.05349
H 5.23290 0.79036 -3.04206
C 1.61361 -4.06506 -1.16198
H -0.40432 1.22752 3.69897
H -1.01712 6.50311 0.40247
H 2.86451 -0.16264 -2.86497
C -2.15747 -1.28499 -1.19852
C -0.72410 0.03628 0.51354
C -2.12297 5.16870 -1.70106
C -6.26960 1.29779 -0.46703
C 0.74530 -2.37247 2.51426
C -2.87565 0.92203 1.24622
H -2.86472 0.08524 1.94001
H -7.21700 1.81619 -0.54429
F -2.90352 4.16917 -2.12548
H 1.83264 -0.78534 1.55706
H -4.54810 -0.55578 -2.03275
F -1.59148 5.72836 -2.80976
C 3.43051 -5.09492 -0.05012
F -2.90592 6.09760 -1.14712
H 1.86595 -4.84955 -1.87482
H 1.56645 -2.85669 3.03511
H -5.03194 -2.58194 1.11683
H 6.82723 0.41833 1.56788
O 0.74946 -0.58598 -1.44373
C 3.70292 -0.50796 -2.26454
C 0.22894 0.46459 -0.65167
C -0.48705 3.44182 -0.98331
O 4.35962 -5.10328 0.68177
H -3.44657 -2.78189 -0.30743
O 6.65879 -0.37626 -1.20867
H 4.27510 1.56970 2.09539
H -6.40666 -2.94298 0.03415
H -1.49037 -1.67745 -1.96059
H 4.19776 -1.26925 -2.86339
H -5.77987 1.57655 0.46146
H -3.01292 1.83162 1.83280
C 1.70466 -1.51442 -0.96470
O 2.59949 -4.05733 -0.11498
H 3.42936 -0.46081 -0.09796
H 4.24949 -0.06346 2.76281
H -3.32310 -2.88835 -2.03182
O 5.51869 1.02290 0.10532
C 0.45384 5.07281 1.07258
H 5.64475 -0.80969 1.12352
H 5.48400 1.06368 3.28036
C -0.05883 1.33278 2.67140
C 3.17612 -1.08966 -0.94502
H -5.62772 1.62771 -1.28312
C 1.19589 1.63195 -0.41457
H -2.01041 -1.65323 0.93360
C -1.04380 4.70057 -0.77255
O -1.72482 1.06128 0.44341
N -5.45153 -1.04769 -0.23158
C 1.01667 3.81456 0.85805
H 1.47800 -1.91900 0.01737
C -0.20565 -0.02945 1.97496
H -0.46943 0.92792 -1.34141
H -0.12807 -2.48314 3.15731
C 0.54699 2.97667 -0.16538
O -7.61217 -0.58936 -0.84531
H -0.85558 2.83953 -1.79902
F 1.87289 1.77725 -1.61190
H 0.53654 -2.91778 1.59838
C 1.03630 -0.88645 2.28651
C -3.41908 -2.17925 -1.21194
H 1.43440 -0.52529 3.23278
H -3.75170 0.80595 0.61644
H -6.54634 -1.77747 1.37203
H 0.64318 -4.31842 -0.73943
C 1.57329 -2.74017 -1.89867
C 4.69849 0.64058 -2.10764
H 3.21585 -5.95501 -0.69481
C -5.89069 -2.16551 0.59928
H -0.99166 -0.53716 2.53184
C -6.52702 -0.17332 -0.54637
H -0.61125 -2.07181 0.02978
F 2.14836 1.39213 0.52033
C -4.73904 -1.45630 -1.44801
H 1.82154 3.46131 1.48208
C 4.89535 0.74336 2.42730
H 3.72201 -2.01384 -0.76445
C 5.79025 0.25234 1.28950
H 0.58681 -2.68153 -2.35711
H 4.21593 1.58140 -1.86482
H 0.97791 1.64611 2.74454
H -0.64696 2.12466 2.22158
*
```


5.
Molecular formula: C39H79BrN2O10
Method: DFT, ωB97M-V with the def2-TZVPD basis set

Properties
lowest unoccupied orbital energy = 0.59 eV
HOMO-LUMO gap = 0.33523 hartree
SMILES string = CCNCO[C@@H](CN)CC(=O)Br.C1CCOC1.C1CCOC1.C1CCOC1.C1CCOC1.C1CCOC1.C1CCOC1.C1CCOC1.C1CCOC1
HOMO = -8.53 eV

ORCA input file:
```
! wB97M-V def2-TZVPD RIJCOSX def2/J DEFGRID3
* xyz 0 1
C 3.95320 4.46515 3.80460
C -0.19866 4.24472 -0.29110
H -3.43504 -4.30236 -6.80591
H -8.87955 -4.88414 -5.42278
C 2.94588 4.55321 4.93993
H -1.18267 3.98521 0.11477
H -0.89532 4.54439 -3.35744
H 0.68402 -5.67484 3.04211
C 0.01247 -3.62830 3.14069
O -6.98388 -2.28307 -6.15326
C 4.77345 1.08138 0.34918
H 1.80976 -6.93167 10.06871
C -2.62134 -3.04529 -3.85196
H -0.09544 -3.63802 2.05469
N 1.59062 -0.91159 0.67774
C -7.31589 -2.75847 -7.46304
H 2.27279 -2.31426 -0.66433
H 3.47489 -8.61626 9.47438
C -2.76136 -4.55488 -3.73011
H 2.32473 8.45110 2.97212
C 4.12992 -0.37700 -1.46769
H -0.27963 6.96272 -2.22235
H 4.14021 3.47889 6.37578
H 2.07274 -1.05086 -2.68394
H -3.15383 1.22157 -4.93423
C -5.83487 0.35215 -4.94331
N 5.14767 0.57815 -0.98173
C -0.73411 -0.01564 -1.64818
C 3.25515 -7.83331 8.74965
H 6.74832 1.16986 1.33993
H -6.17541 1.62593 -6.69397
H -1.75484 -3.86518 -6.43575
C -0.02465 5.74907 -0.40320
H 4.33603 1.55444 4.96606
C -7.98773 -4.11019 -7.27934
H -6.78474 -0.08035 -4.63418
O 2.90461 0.28185 -1.39263
H 5.48708 2.30544 1.90932
H -3.59183 2.39637 -3.67615
H -3.74307 -4.83128 -3.32872
O 1.20681 -2.92092 3.49534
H 0.56702 3.77778 0.33074
H -6.41026 -2.81721 -8.06870
H 2.72339 -8.76489 6.84515
H 0.70816 -0.55199 1.01408
C -3.99230 1.69817 -4.41327
C 0.64893 0.46495 -2.05826
H -6.88310 -3.72465 -4.69188
C -8.65878 -3.94261 -5.92417
H -1.99086 -5.00057 -3.09910
O 1.58660 -7.08100 7.24184
H 4.19341 -7.53506 8.27486
C -0.62384 6.03108 -1.77424
O -0.12014 3.72095 -1.62354
H -5.34478 -0.34804 -5.62181
Br -1.52455 0.54641 0.07349
H 3.12410 7.36696 -0.83538
H 2.59090 -5.32364 7.60421
H 0.35383 -4.37938 5.77621
H -2.89167 -1.85932 -5.69167
H -6.80979 2.28098 -5.17217
H 4.39044 0.26725 0.99269
C 3.61898 2.30963 4.64075
C 3.46305 7.45789 0.19792
C -2.74986 -4.02061 -6.00429
H -0.82345 -5.48464 3.94514
H 0.99729 -5.44874 8.37592
H -7.99671 -2.03496 -7.92421
H 2.05411 -1.49074 1.36366
H -0.50581 6.29397 0.40742
C -7.64069 -3.09751 -5.17535
H 1.49720 -8.93918 8.11576
H 0.86807 1.37007 -1.47587
C 5.93404 1.83064 1.02769
H 3.95613 1.80380 0.28697
H 1.50771 -5.64363 5.33743
H -5.46834 1.10712 -2.96687
H 4.42394 -0.66272 -2.49159
H -4.37472 -0.20760 -3.41970
H 0.54159 -2.09794 -0.78209
H -1.56772 -2.76339 -3.84429
O 4.18254 3.07189 3.56727
H 3.03172 5.47609 5.51280
C 0.98474 -4.76335 4.96976
H 4.67305 8.32939 2.52088
H 0.79849 4.93771 -3.00093
H 1.03589 6.00329 -0.40011
O -1.31292 -0.73147 -2.33279
H 5.44216 8.39132 0.20401
C 3.26872 3.29988 5.74054
C 2.63039 8.73835 1.96500
O -2.65902 -5.08838 -5.05576
H -8.09786 -2.45930 -4.41731
O -4.76074 2.41345 -5.39163
H 4.90839 4.92335 4.08461
H 2.45059 2.95892 6.37399
H 2.04932 9.61597 1.66177
O 2.33424 7.67399 1.05414
C 0.14021 -5.02396 3.73175
C -5.99316 1.70480 -5.62135
H 5.95501 -0.02084 -0.80407
H 2.25283 -3.00810 5.28117
H 0.64421 0.79370 -3.09834
H 4.39365 10.02652 2.11160
H -1.71410 6.06954 -1.70279
C 2.25218 -8.26757 7.69394
C 1.79350 -0.52267 -1.75613
H 3.93733 6.51549 0.49260
H 3.59711 4.93753 2.88748
C 2.56911 -6.61543 9.34910
H -8.67836 -4.35434 -8.08565
H 6.24166 2.63276 0.34917
C -4.90884 0.66513 -3.79678
H -0.83981 -3.09082 3.57000
H 2.72560 1.80121 4.26334
H -7.23355 -4.89949 -7.22554
C 1.92520 -3.67395 4.48093
H -9.59434 -3.38900 -6.03835
H 4.11213 9.46454 -0.24694
H -4.31026 -2.78358 -5.18134
C -0.19538 4.80125 -2.56062
H 1.92895 4.49020 4.54445
C 1.90559 -5.99957 8.12817
C 1.48529 -1.55303 -0.62779
H -3.12116 -2.50622 -3.04992
C 4.12407 9.00223 1.85675
H 3.25064 -5.93072 9.85242
H 2.81143 -4.10217 3.99949
H 4.19310 -1.27751 -0.82476
C -3.21775 -2.79513 -5.23740
C 4.40029 8.63668 0.40594
*
```